ORCA calculation (wB97M-V/def2-TZVPD) on an isolated molecule of C5H11NO in a non-equilibrium geometry.

As for the spin multiplicity: 1. The value obtained for the maximum force is 1.59 eV/Å. As for the LUMO energy: 0.88 eV. The calculation puts the HOMO-LUMO gap at 10.597 eV. The relative energy (zero: lowest compared OMol25 entry of this formula, charge and spin) is 137.1 kJ/mol. The value obtained for the electronic energy is -327.0791 Ha. The HOMO energy comes out at -9.72 eV. As for the structure (SMILES): C[C@H](N)CCC=O.

XYZ file:
```
18
C5H11NO | OMol25 | wB97M-V/def2-TZVPD
C -0.392 1.806 -0.103
C -0.698 0.464 -0.810
N -1.922 -0.203 -0.337
C 0.452 -0.529 -0.942
C 0.810 -1.393 0.259
C 1.581 -0.761 1.386
O 2.275 -1.376 2.156
H -0.505 1.679 0.977
H 0.639 2.098 -0.304
H -1.081 2.603 -0.372
H -0.895 0.849 -1.820
H -2.542 0.526 0.007
H -1.680 -0.698 0.518
H 1.322 -0.049 -1.369
H 0.087 -1.230 -1.679
H 1.293 -2.321 -0.052
H -0.054 -1.747 0.825
H 1.309 0.283 1.661
```